## w
Below is a molecular structure, C37H53KN11O5PSe2, with properties calculated with ωB97M-V with the def2-TZVPD basis set.

XYZ file:
```
110
Properties=species:S:1:pos:R:3
K -0.11 -0.63 -0.77
N -1.11 -3.67 -0.45
N -1.36 -4.20 -1.73
C -1.19 -3.45 -2.83
N -1.73 -3.89 -3.97
N -0.41 -2.35 -2.71
N -0.67 -1.30 -3.48
O -1.48 -1.30 -4.43
O -0.06 -0.24 -3.14
H -0.84 -4.44 0.15
H -1.99 -3.27 -0.11
H -1.99 -4.97 -1.81
H -2.42 -4.62 -3.95
H -1.79 -3.20 -4.71
C -3.07 1.28 1.64
O -3.34 1.43 0.23
C -2.27 1.39 -0.57
O -1.13 1.35 -0.17
H -4.02 1.02 2.10
H -2.68 2.21 2.06
H -2.34 0.48 1.79
C 1.98 3.03 -3.20
O 1.07 2.50 -2.22
H 1.44 3.63 -3.94
H 2.52 2.23 -3.71
H 2.69 3.65 -2.67
H 0.45 1.92 -2.69
Se -2.88 0.43 -2.36
N -4.63 0.34 -2.25
C -4.88 -0.69 -1.35
C -6.12 -1.05 -0.88
C -6.22 -2.16 -0.02
C -5.09 -2.85 0.33
N -3.85 -2.51 -0.10
C -3.74 -1.46 -0.91
N -2.51 -1.04 -1.37
H -7.00 -0.49 -1.18
H -7.18 -2.47 0.37
H -5.14 -3.71 0.98
N 2.65 -0.29 -1.96
C 3.68 -1.11 -2.47
C 4.95 -1.08 -1.91
C 5.95 -1.93 -2.37
C 5.69 -2.83 -3.39
C 4.41 -2.86 -3.96
C 3.42 -2.01 -3.50
H 1.87 -0.16 -2.59
H 2.96 0.57 -1.53
H 5.16 -0.38 -1.10
H 6.93 -1.89 -1.92
H 6.46 -3.50 -3.76
H 4.20 -3.55 -4.76
H 2.43 -2.04 -3.94
C -0.02 -0.49 4.59
C 0.95 -1.36 3.80
C 0.21 -2.64 3.37
C 2.13 -1.76 4.68
P 1.33 -0.49 2.17
C 2.71 -1.57 1.54
C 2.36 -2.48 0.53
C 3.28 -3.39 0.02
C 4.58 -3.42 0.51
C 4.95 -2.52 1.50
C 4.03 -1.61 2.00
C 2.09 1.20 2.48
C 3.01 1.40 3.68
C 2.82 1.59 1.18
C 0.89 2.17 2.62
H -0.42 -1.06 5.43
H -0.87 -0.16 3.98
H 0.46 0.40 5.00
H -0.11 -3.19 4.27
H 0.85 -3.30 2.79
H -0.68 -2.41 2.77
H 1.74 -2.27 5.57
H 2.71 -0.91 5.02
H 2.80 -2.45 4.16
H 1.36 -2.48 0.13
H 2.98 -4.07 -0.77
H 5.30 -4.12 0.11
H 5.96 -2.52 1.89
H 4.35 -0.93 2.78
H 3.92 0.80 3.63
H 2.51 1.19 4.63
H 3.32 2.46 3.71
H 3.65 0.92 0.96
H 3.21 2.61 1.28
H 2.13 1.58 0.33
H 0.34 2.00 3.55
H 0.19 2.06 1.79
H 1.26 3.20 2.63
C -4.79 3.76 -2.21
N -3.48 4.07 -1.64
C -2.29 3.89 -2.27
Se -1.99 3.32 -4.00
N -1.34 4.20 -1.35
C -1.91 4.55 -0.13
C -1.37 4.94 1.08
C -2.25 5.26 2.10
C -3.64 5.19 1.91
C -4.18 4.79 0.69
C -3.28 4.48 -0.32
H -4.65 3.51 -3.25
H -5.44 4.62 -2.12
H -5.22 2.90 -1.70
H -0.37 3.92 -1.51
H -0.29 5.01 1.22
H -1.87 5.59 3.06
H -4.30 5.45 2.72
H -5.25 4.73 0.54
```

* E_HOMO: -6.161 eV
* orbital gap: 6.02 eV
* spin multiplicity: 1
* net charge: 0

Atom charges from the Löwdin analysis, given in e for atoms 1 to 6: K 0.677; N 0.061; N 0.019; C -0.382; N 0.213; N 0.082

## x
Below is a molecular structure, C37H53KN11O5PSe2, with properties calculated with ωB97M-V with the def2-TZVPD basis set.

XYZ file:
```
110
Properties=species:S:1:pos:R:3
K 0.08 0.85 0.69
N 0.03 2.99 -2.92
N 0.61 4.07 -2.21
C 1.29 3.94 -1.07
N 1.62 5.06 -0.41
N 1.64 2.68 -0.75
N 2.27 2.47 0.43
O 2.64 3.35 1.19
O 2.45 1.26 0.68
H -0.62 2.56 -2.25
H 0.78 2.33 -3.10
H 0.21 4.97 -2.42
H 1.17 5.92 -0.65
H 2.04 4.93 0.50
C -3.90 1.55 0.37
O -2.72 1.97 1.06
C -1.89 2.70 0.20
O -1.46 2.11 -0.85
H -4.51 2.42 0.10
H -4.45 0.91 1.05
H -3.64 1.00 -0.54
C -2.05 -0.56 3.42
O -1.32 -0.80 2.22
H -1.51 -0.93 4.29
H -3.04 -1.00 3.37
H -2.15 0.52 3.51
H -1.24 -1.76 2.09
Se -0.48 2.74 4.80
N -2.00 3.71 4.50
C -2.05 3.93 3.23
C -3.11 4.69 2.56
C -3.07 4.83 1.23
C -2.04 4.21 0.37
N -0.89 3.51 1.03
C -0.95 3.38 2.42
N -0.03 2.73 3.05
H -3.89 5.13 3.16
H -3.83 5.42 0.74
H -1.74 4.80 -0.50
N 2.04 -0.34 -1.99
C 2.67 -1.59 -1.98
C 2.63 -2.36 -0.82
C 3.17 -3.64 -0.81
C 3.77 -4.17 -1.95
C 3.82 -3.39 -3.10
C 3.28 -2.11 -3.12
H 2.34 0.29 -2.72
H 1.99 0.11 -1.10
H 2.16 -1.96 0.08
H 3.12 -4.22 0.11
H 4.18 -5.17 -1.93
H 4.28 -3.79 -3.99
H 3.32 -1.52 -4.03
C -0.30 -1.92 -4.50
C -0.98 -2.97 -3.61
C 0.08 -3.99 -3.17
C -2.06 -3.66 -4.43
P -1.54 -2.00 -2.11
C -2.99 -1.08 -2.78
C -2.75 0.26 -3.09
C -3.74 1.07 -3.63
C -5.01 0.55 -3.85
C -5.27 -0.78 -3.54
C -4.27 -1.59 -3.02
C -2.24 -3.18 -0.81
C -1.04 -3.56 0.07
C -3.22 -2.35 0.04
C -2.94 -4.47 -1.25
H 0.15 -2.42 -5.37
H 0.50 -1.39 -3.96
H -1.01 -1.18 -4.87
H 0.61 -4.37 -4.06
H -0.36 -4.85 -2.67
H 0.84 -3.55 -2.51
H -1.60 -4.16 -5.29
H -2.79 -2.95 -4.82
H -2.60 -4.42 -3.87
H -1.77 0.67 -2.88
H -3.52 2.11 -3.85
H -5.79 1.18 -4.25
H -6.26 -1.19 -3.71
H -4.50 -2.62 -2.81
H -0.47 -2.68 0.39
H -0.34 -4.21 -0.44
H -1.40 -4.09 0.96
H -2.82 -1.37 0.30
H -3.41 -2.89 0.98
H -4.17 -2.20 -0.46
H -2.27 -5.12 -1.81
H -3.83 -4.29 -1.85
H -3.26 -5.01 -0.36
C 2.69 -0.04 6.14
N 3.45 0.31 4.96
C 3.11 -0.02 3.68
Se 1.63 -0.95 3.11
N 4.06 0.52 2.89
C 5.01 1.21 3.64
C 6.14 1.92 3.28
C 6.88 2.48 4.32
C 6.50 2.32 5.65
C 5.36 1.61 6.00
C 4.63 1.06 4.96
H 1.67 -0.24 5.84
H 2.71 0.80 6.84
H 3.10 -0.92 6.63
H 3.96 0.52 1.89
H 6.43 2.04 2.25
H 7.78 3.05 4.08
H 7.11 2.77 6.43
H 5.07 1.48 7.03
```

* E_HOMO: -7.456 eV
* orbital gap: 7.44 eV
* spin multiplicity: 1
* net charge: 0

Atom charges from the Löwdin analysis, given in e for atoms 1 to 6: K 0.699; N 0.059; N -0.001; C -0.400; N 0.204; N 0.135

Order of stability, best first: x, w

## w
Below is a single C13H13N molecule, with properties calculated with ωB97M-V with the def2-TZVPD basis set.

XYZ file:
```
27
Properties=species:S:1:pos:R:3
C -3.78 3.36 0.58
C -2.35 3.35 0.09
C -1.88 1.94 0.02
C -0.67 1.55 0.33
C 0.05 0.28 -0.08
C -0.23 -0.38 -1.31
C 0.40 -1.58 -1.63
C 1.37 -2.15 -0.76
C 2.15 -3.33 -0.89
C 3.15 -3.64 0.04
C 3.42 -2.81 1.13
C 2.73 -1.68 1.30
C 1.69 -1.33 0.39
H -3.87 2.71 1.44
H -4.00 4.29 0.97
H -4.66 3.12 -0.04
H -2.22 3.70 -0.99
H -1.84 4.05 0.69
H -2.46 1.20 -0.38
H -0.06 2.18 0.98
H -0.88 0.09 -2.08
H 0.12 -2.27 -2.46
H 2.14 -3.99 -1.77
H 3.68 -4.52 -0.01
H 4.32 -3.04 1.80
H 2.71 -0.88 2.01
N 0.98 -0.22 0.61
```

* E_HOMO: -8.431 eV
* SMILES: CC/C=C/c1ccc2ccccc2n1
* orbital gap: 8.66 eV
* spin multiplicity: 1
* net charge: 0

Atom charges from the natural (NBO) analysis, given in e for atoms 1 to 6: C -0.608; C -0.435; C -0.149; C -0.207; C 0.197; C -0.247

## x
Below is a single C13H13N molecule, with properties calculated with ωB97M-V with the def2-TZVPD basis set.

XYZ file:
```
27
Properties=species:S:1:pos:R:3
C 1.53 -0.89 -2.67
C 1.98 -1.37 -1.42
C 0.28 -0.30 -2.90
C 1.10 -1.41 -0.41
C -0.60 0.00 -1.77
C -0.23 -0.75 -0.57
C -0.99 -0.72 0.48
C -1.34 -0.15 1.64
C 0.22 2.12 -0.42
C 0.39 1.52 0.88
C 1.69 1.18 1.19
C -0.75 1.22 1.84
C -2.32 -0.96 2.54
N -0.21 1.51 -1.42
H 2.25 -1.07 -3.56
H 3.07 -1.65 -1.18
H -0.20 -0.02 -3.76
H 1.35 -1.73 0.58
H -1.62 0.03 -1.92
H 1.95 0.47 2.13
H 2.48 1.26 0.59
H -1.54 1.93 1.63
H -0.39 1.29 2.78
H -3.09 -1.34 1.77
H -2.82 -0.30 3.26
H -1.88 -1.83 3.01
H -0.29 1.97 -2.32
```

* E_HOMO: -7.060 eV
* orbital gap: 7.03 eV
* spin multiplicity: 1
* net charge: 0

Atom charges from the natural (NBO) analysis, given in e for atoms 1 to 6: C -0.188; C -0.260; C -0.219; C -0.129; C -0.151; C -0.124

Order of stability, best first: w, x

## w
Below is a molecular structure, CH16O7, with properties calculated with ωB97M-V with the def2-TZVPD basis set.

XYZ file:
```
24
Properties=species:S:1:pos:R:3
C -0.78 -1.59 1.85
O -0.03 -0.65 1.02
H -1.81 -1.58 1.78
H -0.62 -2.68 1.53
H -0.36 -1.54 2.84
H -0.83 0.09 0.60
H -0.98 -0.34 -1.41
H -0.38 -1.57 -2.00
O -1.05 -0.90 -2.20
H -0.80 1.65 0.03
H -2.32 0.91 0.23
O -1.46 0.79 -0.15
H 1.26 -2.78 -1.01
H 0.88 -1.56 -0.26
O 1.49 -1.92 -0.92
H 0.76 2.56 0.51
H 0.50 2.34 -1.00
O 0.10 2.74 -0.19
H 0.99 0.65 1.47
H 1.56 1.42 2.70
O 1.40 1.55 1.77
H 0.35 1.17 -2.91
H 1.17 0.12 -2.11
O 0.97 1.11 -2.17
```

* E_HOMO: -10.324 eV
* orbital gap: 10.72 eV
* spin multiplicity: 1
* net charge: 0

Atom charges from the natural (NBO) analysis, given in e for atoms 1 to 6: C -0.256; O -0.886; H 0.171; H 0.158; H 0.179; H 0.488

## x
Below is 7 unconnected molecules or ions with the total composition CH16O7, with properties calculated with ωB97M-V with the def2-TZVPD basis set.

XYZ file:
```
24
Properties=species:S:1:pos:R:3
C 0.89 1.77 1.38
O 1.71 2.56 0.45
H -0.15 2.03 1.24
H 1.13 0.75 1.08
H 1.28 1.99 2.37
H 1.08 3.04 -0.10
H 2.31 -1.94 -0.36
H 1.84 -0.51 -0.23
O 2.25 -1.22 0.28
H -1.00 -0.86 1.97
H 0.29 -1.54 1.34
O -0.67 -1.57 1.40
H 0.05 0.06 -2.14
H 1.43 0.60 -2.80
O 0.95 0.36 -2.00
H -2.10 -0.68 0.03
H -2.46 -0.43 -1.42
O -1.99 -0.03 -0.68
H -2.33 1.90 0.19
H -3.72 1.62 0.62
O -2.94 2.10 0.91
H 0.63 -3.31 -0.40
H 0.89 -3.73 -1.82
O 0.59 -2.97 -1.31
```

* E_HOMO: -9.898 eV
* SMILES: CO.O.O.O.O.O.O
* orbital gap: 10.11 eV
* spin multiplicity: 1
* net charge: 0

Atom charges from the natural (NBO) analysis, given in e for atoms 1 to 6: C -0.254; O -0.735; H 0.175; H 0.171; H 0.179; H 0.462

Order of stability, best first: x, w

## w
Below is 2 unconnected molecules or ions with the total composition C4H7FO2, with properties calculated with ωB97M-V with the def2-TZVPD basis set.

XYZ file:
```
14
Properties=species:S:1:pos:R:3
C -0.62 0.66 1.36
C -0.45 1.68 2.38
C -0.15 -1.37 -3.69
C -0.36 -1.09 -2.43
O -0.30 -0.55 1.82
O -0.69 0.99 0.20
F -0.02 -1.72 -1.32
H 0.17 2.40 1.89
H -1.43 2.17 2.54
H -0.05 1.43 3.40
H -0.21 -1.14 1.09
H 0.35 -2.19 -4.17
H -0.40 -0.59 -4.36
H -0.72 -0.07 -2.29
```

* E_HOMO: -10.094 eV
* SMILES: CC(=O)O.C=CF
* orbital gap: 10.90 eV
* spin multiplicity: 1
* net charge: 0

Atom charges from the natural (NBO) analysis, given in e for atoms 1 to 6: C 0.786; C -0.734; C -0.503; C 0.245; O -0.667; O -0.605

## x
Below is 2 unconnected molecules or ions with the total composition C4H7FO2, with properties calculated with ωB97M-V with the def2-TZVPD basis set.

XYZ file:
```
14
Properties=species:S:1:pos:R:3
C 0.19 -0.36 -1.44
C 0.51 -0.26 0.00
C -0.20 -0.72 1.13
C -0.05 0.77 1.08
H -1.99 -1.15 -2.32
H 0.70 0.51 -1.89
H 0.42 -1.28 -1.71
H -1.07 -1.18 0.59
H 0.09 -1.25 2.05
H 0.73 1.08 1.68
H -1.81 1.63 0.32
O -1.25 -0.34 -1.42
O -0.89 1.87 0.80
F 1.94 -0.79 0.19
```

* E_HOMO: -9.209 eV
* orbital gap: 8.46 eV
* spin multiplicity: 1
* net charge: 0

Atom charges from the natural (NBO) analysis, given in e for atoms 1 to 6: C -0.096; C 0.321; C -0.510; C 0.088; H 0.476; H 0.191

Order of stability, best first: w, x